Molecular formula: C38H99Cl4N5O14
Method: DFT, wB97M-V/def2-TZVPD

The geometry in ORCA input format:
```
! wB97M-V def2-TZVPD RIJCOSX def2/J DEFGRID3
* xyz 0 1
Cl -8.74 -0.55 2.52
Cl -7.70 2.60 3.22
Cl 4.62 -6.01 2.46
Cl 5.20 -5.83 -0.67
O 2.19 3.44 6.87
O -1.14 -9.60 -10.38
O -0.60 8.51 -6.98
O 5.73 1.15 1.35
O 3.90 8.93 2.38
O 0.84 -5.81 -7.96
O -3.08 1.27 -0.12
O -5.19 11.57 -2.66
O 7.09 11.85 2.15
O -8.41 -7.07 -1.35
O 7.11 3.52 8.05
O -6.04 -2.54 -5.30
O 0.91 -9.65 9.02
O -3.23 -2.95 2.46
N -7.73 -4.59 -3.99
N -1.69 -1.10 0.96
N 4.73 2.15 6.38
N 6.39 9.70 3.81
N -1.42 -7.71 -8.32
C 4.86 7.98 2.96
C -7.21 -3.40 -3.33
C -1.50 -9.13 -8.00
C 2.56 8.55 2.57
C 5.77 1.51 7.26
C -7.52 -5.80 -3.17
C -1.82 -3.04 2.23
C 6.31 8.53 2.98
C 1.18 3.30 7.89
C -7.09 -2.21 -4.32
C -3.46 2.63 0.09
C -1.67 1.04 -0.38
C 7.12 2.27 7.25
C -6.73 1.12 3.42
C -7.10 0.07 2.37
C 2.32 2.28 5.93
C 8.20 4.38 7.69
C -5.76 -1.50 -6.26
C -1.94 -9.90 -9.21
C -0.49 7.18 -6.62
C 6.30 -6.77 0.35
C 0.33 -8.65 8.17
C 1.70 -4.66 -7.95
C 4.80 0.38 0.57
C 3.45 1.40 6.48
C -8.81 -7.07 0.02
C -3.66 -3.63 3.68
C -1.11 -7.05 -7.06
C 7.76 10.23 3.78
C -8.19 -5.75 -1.76
C -0.42 -5.66 -7.27
C -4.43 11.01 -3.68
C -1.43 -0.49 -0.38
C 7.04 12.20 0.77
C 6.29 -6.30 1.79
C -1.47 -10.46 -11.49
C 8.16 10.88 2.44
C -1.51 -2.53 0.84
H 4.58 3.09 6.71
H -7.46 -5.23 -1.14
H -4.90 -1.75 -6.88
H -8.01 -2.16 -4.89
H 5.52 0.96 2.27
H -4.64 11.44 -4.67
H -5.68 1.41 3.47
H -3.17 3.30 -0.73
H -0.39 -7.64 -6.49
H -6.47 -6.04 -3.04
H 8.19 10.14 1.65
H -1.54 -4.09 2.35
H -7.94 -6.64 -3.72
H 3.18 1.08 7.49
H 0.77 -8.67 7.18
H 6.17 12.84 0.63
H -2.63 -0.90 1.28
H -4.54 2.75 0.23
H 0.50 6.77 -6.83
H 6.00 -7.81 0.37
H -6.49 -0.82 2.25
H -1.34 6.66 -7.06
H 7.28 -6.75 -0.12
H -6.08 11.78 -2.95
H 1.88 9.24 2.07
H -6.62 -1.20 -6.86
H 6.93 11.33 0.12
H 1.44 -10.33 8.59
H -3.94 -4.63 3.33
H -0.19 -5.13 -6.35
H -0.39 -0.58 -0.67
H 4.71 7.07 2.38
H -3.00 -9.75 -9.39
H 9.11 3.81 7.88
H -2.23 -2.86 0.09
H 1.46 1.64 5.78
H -4.65 9.94 -3.68
H 1.90 -4.23 -6.97
H -2.40 -10.19 -11.99
H 1.55 3.86 8.75
H -0.47 -2.74 0.57
H -7.07 0.58 1.40
H -2.04 -6.89 -6.52
H -7.83 -2.98 -2.54
H 5.85 10.44 3.39
H -1.45 1.43 -1.38
H 8.55 9.54 4.08
H -1.99 -0.99 -1.17
H -0.76 -8.78 8.16
H 2.34 7.58 2.12
H 3.80 0.81 0.67
H -1.57 -11.50 -11.17
H -6.84 -1.26 -3.84
H 3.49 0.57 5.77
H -1.21 -2.54 2.99
H 2.29 8.49 3.62
H -9.87 -6.86 0.20
H -0.77 -7.63 -9.09
H -8.59 -8.00 0.55
H 7.72 11.06 4.49
H 1.11 2.29 8.30
H 0.26 8.91 -6.83
H 6.84 -5.37 1.80
H -7.12 -4.62 -4.79
H 7.00 7.77 3.34
H 6.73 -7.09 2.40
H -2.92 2.90 0.99
H 2.63 2.68 4.97
H -1.03 1.53 0.35
H 2.66 -4.99 -8.34
H -1.84 -10.95 -8.94
H 0.55 -7.66 8.55
H 7.36 2.46 6.20
H 9.10 11.42 2.45
H -1.10 -5.01 -7.81
H 0.20 3.59 7.50
H 7.96 12.74 0.54
H 5.15 0.46 -0.46
H -5.36 -0.59 -5.81
H 1.25 -3.93 -8.62
H 8.20 5.35 8.19
H 7.90 1.55 7.45
H -9.11 -5.17 -1.81
H -0.52 -9.48 -7.66
H -3.37 10.97 -3.46
H 7.99 4.74 6.68
H 4.60 7.64 3.96
H -8.17 -6.44 0.65
H -2.27 -9.25 -7.24
H 6.62 8.66 1.94
H 6.00 0.55 6.82
H -2.85 -3.75 4.40
H -0.63 -10.35 -12.17
H 4.65 -0.66 0.87
H 5.41 1.52 8.29
H -6.96 0.81 4.44
H -0.73 7.08 -5.56
H -6.21 -3.49 -2.90
H -4.53 -3.11 4.08
*
```

Computed properties:
LUMO, eV: 0.1
Frontier orbital gap, eV: 8.82
E, eV: -127204.6756
SMILES string: COCCNCCOC.COCCNCCOC.COCCNCCOC.COCCNCCOC.COCCNCCOC.ClCCCl.ClCCCl.CO.CO.CO.CO

Molecular formula: C3H3N2O2S
Method: DFT, wB97M-V/def2-TZVPD

The geometry in ORCA input format:
```
! wB97M-V def2-TZVPD RIJCOSX def2/J DEFGRID3
* xyz -1 1
S -1.20 1.26 -0.29
O 1.58 0.73 2.32
O 0.92 -1.86 -1.32
N -0.58 0.75 1.24
N 1.09 -0.75 0.61
C -0.59 -0.14 -1.27
C 0.96 0.24 1.41
C 0.53 -1.00 -0.55
H 0.03 0.29 -2.08
H -1.32 1.15 1.90
H -1.40 -0.68 -1.96
*
```

Computed properties:
LUMO, eV: 3.4
Frontier orbital gap, eV: 7.07
E, eV: -21070.0766
Energy relative to the best compared isomer or geometry (same formula, charge and spin), kJ/mol: 147.50
SMILES string: O=C1CSNC([O-])=N1

Molecular formula: C21H36Cl3N2O4PbSi
Method: DFT, wB97M-V/def2-TZVPD

The geometry in ORCA input format:
```
! wB97M-V def2-TZVPD RIJCOSX def2/J DEFGRID3
* xyz -1 1
Pb 1.89 -0.40 2.70
Cl 3.27 -0.22 0.80
Cl 3.79 1.12 3.64
Cl -1.84 -2.73 -4.82
Si 0.28 -3.37 -1.69
O -3.43 -0.55 -0.34
O 0.30 1.35 1.85
O 1.90 1.52 6.40
O 0.54 -1.80 -1.99
N -3.24 -0.31 -2.65
N 0.42 3.61 1.45
C 1.91 0.99 5.42
C 0.31 0.12 -4.89
C 1.56 -4.41 -2.52
C 2.34 1.26 -2.03
C -3.07 0.60 -3.77
C -0.11 0.20 -6.32
C -3.24 0.14 -1.34
C 0.71 -3.83 0.15
C 0.96 2.43 1.74
C 1.22 0.47 -2.28
C -1.52 -3.53 -1.48
C -3.75 -1.60 -2.98
C 2.16 2.61 -1.75
C 0.87 3.15 -1.74
C 1.33 -0.93 -2.86
C 1.22 4.84 1.50
C 1.42 -2.10 -5.18
C -0.25 2.33 -1.88
C -1.02 3.69 1.21
C -0.07 0.97 -2.12
C 0.93 -0.95 -4.34
H 0.56 -2.75 -5.40
H -0.17 -4.13 0.72
H 1.58 -4.48 -3.61
H -2.09 -3.23 -2.38
H -0.87 -0.55 -6.57
H 0.25 1.09 -4.38
H -3.82 -2.23 -2.09
H 1.52 -5.42 -2.10
H -0.55 1.19 -6.53
H -1.23 4.47 0.47
H 0.75 0.04 -7.00
H -4.70 -1.52 -3.52
H -1.28 2.71 -1.92
H -1.40 2.73 0.85
H 1.43 -4.65 0.24
H -1.78 -2.79 -0.69
H 1.13 -2.96 0.63
H 3.02 3.27 -1.58
H -3.03 1.23 -1.30
H -1.84 -4.52 -1.14
H -2.14 0.36 -4.28
H 2.05 2.40 1.88
H 1.40 5.16 2.54
H 3.32 0.78 -2.05
H 0.69 4.22 -1.67
H -3.00 -2.09 -3.77
H -1.55 3.94 2.14
H -3.07 1.62 -3.40
H 0.71 5.65 0.97
H 2.20 4.67 1.03
H 2.18 -2.64 -4.62
H 2.38 -1.23 -2.77
H 2.54 -4.01 -2.22
H -3.90 0.50 -4.49
H 1.81 -1.77 -6.17
H -0.88 0.26 -2.32
*
```

Computed properties:
LUMO, eV: 2.1
Frontier orbital gap, eV: 6.24
E, eV: -84228.3414
Energy relative to the best compared isomer or geometry (same formula, charge and spin), kJ/mol: 217.26

Molecular formula: C3H11NOS2
Method: DFT, wB97M-V/def2-TZVPD

The geometry in ORCA input format:
```
! wB97M-V def2-TZVPD RIJCOSX def2/J DEFGRID3
* xyz 1 2
S -0.27 2.94 0.57
S -1.22 0.93 0.55
O 2.88 3.94 0.06
N -0.95 -2.03 -0.27
C -2.00 -1.73 -1.25
C 0.20 -0.24 1.17
C 0.26 -1.29 0.11
H -0.78 -3.03 -0.43
H -2.52 -0.80 -1.28
H 1.23 0.23 1.32
H 2.37 3.17 0.50
H -2.69 -2.72 -1.25
H 2.68 3.42 -0.77
H -0.18 -0.63 2.05
H 0.77 -0.89 -0.77
H -1.52 -1.88 -2.29
H 0.75 2.70 1.38
H 0.98 -2.11 0.61
*
```

Computed properties:
⟨S²⟩: 0.76
LUMO (spin up / spin down), eV: -4.8 / -8.3
Frontier orbital gap (spin up / spin down), eV: 9.01 / 4.26
E, eV: -28486.4711
Energy relative to the best compared isomer or geometry (same formula, charge and spin), kJ/mol: 277.63

Molecular formula: C5H14N2O2
Method: DFT, wB97M-V/def2-TZVPD

The geometry in ORCA input format:
```
! wB97M-V def2-TZVPD RIJCOSX def2/J DEFGRID3
* xyz 0 1
O -0.50 -1.81 1.24
O 0.47 -0.59 -2.78
N -0.33 -0.70 0.69
N -1.63 0.74 2.18
C 1.37 0.94 -0.26
C -1.69 1.32 -0.19
C 0.82 -0.45 -0.16
C -1.54 0.22 0.85
C 1.84 -1.55 -0.08
H 2.51 -1.47 -0.94
H -0.90 1.41 2.39
H -2.36 -0.50 0.73
H 0.37 -1.41 -3.28
H -1.65 0.00 2.88
H 1.34 -2.52 -0.08
H 2.42 -1.49 0.85
H -1.17 2.22 0.11
H -2.74 1.58 -0.26
H 0.96 1.45 -1.13
H 0.17 -0.83 -1.72
H 2.43 0.91 -0.48
H -1.36 0.99 -1.17
H 1.17 1.55 0.62
*
```

Computed properties:
LUMO (spin up / spin down), eV: 0.1 / 0.1
Frontier orbital gap (spin up / spin down), eV: 8.43 / 8.44
E, eV: -12484.2113
Energy relative to the best compared isomer or geometry (same formula, charge and spin), kJ/mol: 397.20
SMILES string: CC(C)=[N+]([O-])[C@H](C)N.O

Molecular formula: C5H12N2O
Method: DFT, wB97M-V/def2-TZVPD

The geometry in ORCA input format:
```
! wB97M-V def2-TZVPD RIJCOSX def2/J DEFGRID3
* xyz 0 1
O 1.05 -1.20 1.44
N 1.18 -1.44 -0.93
N 2.52 1.13 1.14
C -1.05 -0.22 -0.07
C 1.86 0.85 0.12
C 0.90 -0.77 0.30
C -1.66 0.39 1.17
C -1.32 0.50 -1.38
H 2.18 -1.49 -1.11
H -1.00 1.55 -1.33
H 0.74 -2.35 -0.94
H -2.38 0.49 -1.61
H -2.75 0.37 1.10
H 2.33 0.43 1.88
H -1.34 -0.16 2.05
H -1.32 -1.27 -0.15
H 1.91 1.40 -0.82
H -1.37 1.44 1.27
H 0.29 0.33 0.08
H -0.79 0.02 -2.21
*
```

Computed properties:
LUMO, eV: 0.9
Frontier orbital gap, eV: 9.22
E, eV: -10403.1582
Energy relative to the best compared isomer or geometry (same formula, charge and spin), kJ/mol: 508.07